Version i
Entry from OMol25: one molecule with the formula C5H12N2O2 (ωB97M-V/def2-TZVPD).

## Properties
E_HOMO ... -9.4 eV
SMILES ... CC(C)(C)/N=N/OCO
Gap between HOMO and LUMO ... 0.3762 hartree

Bonds (Å) are listed after each position.
Atoms and positions in Å:
1 C 1.164 -0.054 -1.305  C2 1.596, H10 1.055, H11 1.087, H12 1.101
2 C 0.419 0.296 0.063  C1 1.596, C3 1.653, C4 1.566, N5 1.365
3 C 0.891 1.771 0.640  C2 1.653, H13 1.059, H14 1.060, H15 1.097
4 C 0.732 -0.796 1.141  C2 1.566, H16 1.131, H17 1.082, H18 1.112
5 N -0.926 0.293 -0.166  C2 1.365, N6 1.222
6 N -1.529 1.349 -0.290  N5 1.222, O7 1.405
7 O -2.904 1.211 -0.542  N6 1.405, C8 1.454
8 C -3.388 -0.143 -0.332  O7 1.454, O9 1.274, H19 1.153, H20 1.082
9 O -2.889 -0.861 0.595  C8 1.274, H21 0.978
10 H 0.420 0.280 -1.973  C1 1.055
11 H 2.086 0.520 -1.305  C1 1.087
12 H 1.360 -1.131 -1.426  C1 1.101
13 H 0.870 1.892 1.691  C3 1.059
14 H 0.175 2.461 0.270  C3 1.060
15 H 1.871 2.095 0.270  C3 1.097
16 H 0.260 -0.512 2.129  C4 1.131
17 H 0.565 -1.857 1.009  C4 1.082
18 H 1.814 -0.697 1.374  C4 1.112
19 H -3.368 -0.585 -1.397  C8 1.153
20 H -4.410 0.012 -0.011  C8 1.082
21 H -2.016 -1.120 0.238  O9 0.978


Version ii
Entry from OMol25: a 3-piece molecular cluster, C5H12N2O2 overall (ωB97M-V/def2-TZVPD).

## Properties
E_HOMO ... -8.0 eV
SMILES ... COC(C)=O.C=C=N.N
Gap between HOMO and LUMO ... 0.3208 hartree

Bonds (Å) are listed after each position.
Atoms and positions in Å:
1 C 1.958 0.073 -0.080  O2 1.430, H6 1.087, H7 1.090, H8 1.091
2 O 1.730 -0.989 -1.010  C1 1.430, C3 1.332
3 C 0.623 -1.717 -0.874  O2 1.332, C4 1.504, O5 1.208
4 C 0.530 -2.780 -1.934  C3 1.504, H9 1.086, H10 1.090, H11 1.086
5 O -0.201 -1.544 -0.009  C3 1.208
6 H 3.035 0.146 0.049  C1 1.087
7 H 1.475 -0.139 0.874  C1 1.090
8 H 1.558 1.005 -0.482  C1 1.091
9 H 1.522 -3.066 -2.272  C4 1.086
10 H -0.027 -2.380 -2.781  C4 1.090
11 H -0.006 -3.640 -1.542  C4 1.086
12 C -0.433 2.645 1.639  C13 1.323, H15 1.076, H16 1.078
13 C -0.834 2.127 0.490  C12 1.323, N14 1.226
14 N -0.980 2.030 -0.723  C13 1.226, H17 1.012
15 H -1.152 2.824 2.420  C12 1.076
16 H 0.468 3.237 1.673  C12 1.078
17 H -0.974 1.109 -1.143  N14 1.012
18 N -1.999 0.436 1.329  H19 1.016, H20 1.013, H21 1.058
19 H -1.481 -0.365 0.979  N18 1.016
20 H -2.966 0.409 1.030  N18 1.013
21 H -1.848 0.579 2.367  N18 1.058


Version iii
Entry from OMol25: one molecule with the formula C5H12N2O2 (ωB97M-V/def2-TZVPD).

## Properties
E_HOMO ... -8.8 eV
SMILES ... CC(=O)[C@](C)(N)N(C)O
Gap between HOMO and LUMO ... 0.3583 hartree

Bonds (Å) are listed after each position.
Atoms and positions in Å:
1 C 0.171 1.853 1.419  C2 1.507, H10 1.089, H11 1.089, H12 1.087
2 C 0.678 0.517 0.942  C1 1.507, O3 1.219, C4 1.663
3 O 1.549 -0.099 1.533  C2 1.219
4 C -0.388 -0.403 0.058  C2 1.663, C5 1.527, N6 1.442, N7 1.430
5 C -1.834 0.050 0.247  C4 1.527, H13 1.086, H14 1.091, H15 1.090
6 N -0.201 -1.798 0.370  C4 1.442, H16 1.011, H17 1.017
7 N 0.054 -0.047 -1.254  C4 1.430, C8 1.439, O9 1.668
8 C 0.774 -1.015 -2.039  N7 1.439, H18 1.096, H19 1.089, H20 1.093
9 O 1.170 1.148 -0.924  N7 1.668, H21 0.972
10 H 1.016 2.413 1.819  C1 1.089
11 H -0.578 1.709 2.196  C1 1.089
12 H -0.269 2.418 0.600  C1 1.087
13 H -1.977 1.061 -0.124  C5 1.086
14 H -2.489 -0.622 -0.310  C5 1.091
15 H -2.113 -0.015 1.298  C5 1.090
16 H -1.014 -2.216 0.802  N6 1.011
17 H 0.610 -1.921 0.970  N6 1.017
18 H 1.599 -1.481 -1.489  C8 1.096
19 H 1.131 -0.525 -2.943  C8 1.089
20 H 0.049 -1.788 -2.310  C8 1.093
21 H 2.061 0.762 -0.862  O9 0.972


Q: Which of them is the least stable? A: version i.


Version i
Entry from OMol25: a 2-piece molecular cluster, C5H12N2O2 overall (ωB97M-V/def2-TZVPD).

## Properties
E_HOMO ... -9.1 eV
SMILES ... CC(C)(O)CN.N=C=O
Gap between HOMO and LUMO ... 0.3541 hartree

Bonds (Å) are listed after each position.
Atoms and positions in Å:
1 C -0.529 -1.264 0.160  C2 1.536, H7 1.090, H8 1.087, H9 1.087
2 C 0.421 -0.176 -0.364  C1 1.536, C3 1.594, O4 1.405, C5 1.545
3 C -0.104 1.293 -0.038  C2 1.594, H10 1.086, H11 1.086, H12 1.089
4 O 1.710 -0.351 0.166  C2 1.405, H13 0.976
5 C 0.558 -0.302 -1.898  C2 1.545, N6 1.447, H14 1.094, H15 1.093
6 N -0.662 -0.117 -2.653  C5 1.447, H16 1.013, H17 1.014
7 H -0.324 -2.200 -0.360  C1 1.090
8 H -1.570 -0.993 0.006  C1 1.087
9 H -0.372 -1.441 1.220  C1 1.087
10 H -1.189 1.325 -0.078  C3 1.086
11 H 0.290 1.721 0.879  C3 1.086
12 H 0.293 1.950 -0.810  C3 1.089
13 H 1.660 -0.208 1.130  O4 0.976
14 H 0.957 -1.295 -2.124  C5 1.094
15 H 1.293 0.432 -2.240  C5 1.093
16 H -1.354 -0.808 -2.388  N6 1.013
17 H -1.053 0.802 -2.481  N6 1.014
18 N 0.728 0.340 2.905  C19 1.203, H21 0.991
19 C -0.453 0.500 2.742  N18 1.203, O20 1.154
20 O -1.581 0.518 2.501  C19 1.154
21 H 1.280 0.276 3.726  N18 0.991


Version ii
Entry from OMol25: a 3-piece molecular cluster, C5H12N2O2 overall (ωB97M-V/def2-TZVPD).

## Properties
E_HOMO ... -9.9 eV
SMILES ... CC(C)=O.N=C=N.CO
Gap between HOMO and LUMO ... 0.3921 hartree

Bonds (Å) are listed after each position.
Atoms and positions in Å:
1 C 2.559 0.380 0.703  C2 1.507, H5 1.090, H6 1.087, H7 1.086
2 C 2.006 -0.513 -0.378  C1 1.507, C3 1.503, O4 1.207
3 C 1.452 0.215 -1.570  C2 1.503, H8 1.087, H9 1.087, H10 1.091
4 O 2.003 -1.717 -0.285  C2 1.207
5 H 3.565 0.684 0.415  C1 1.090
6 H 2.620 -0.156 1.647  C1 1.087
7 H 1.953 1.275 0.812  C1 1.086
8 H 2.095 1.046 -1.847  C3 1.087
9 H 1.333 -0.464 -2.411  C3 1.087
10 H 0.473 0.617 -1.309  C3 1.091
11 N -0.834 -2.005 0.415  C12 1.209, H14 1.002
12 C -0.669 -1.144 1.247  N11 1.209, N13 1.205
13 N -0.793 -0.386 2.175  C12 1.205, H15 0.999
14 H -0.131 -2.635 0.080  N11 1.002
15 H -0.654 0.603 2.187  N13 0.999
16 C -3.100 0.906 -0.183  O17 1.407, H18 1.095, H19 1.093, H20 1.091
17 O -1.848 0.628 -0.762  C16 1.407, H21 0.961
18 H -3.918 0.549 -0.817  C16 1.095
19 H -3.190 0.450 0.806  C16 1.093
20 H -3.173 1.991 -0.091  C16 1.091
21 H -1.750 -0.325 -0.833  O17 0.961


Q: Which of them is the least stable? A: version ii.


Version i
Entry from OMol25: a 2-piece molecular cluster, C11H11N overall (ωB97M-V/def2-TZVPD).

## Properties
E_HOMO ... -9.2 eV
SMILES ... c1ccccc1.c1ccncc1
Gap between HOMO and LUMO ... 0.3686 hartree

Bonds (Å) are listed after each position.
Atoms and positions in Å:
1 C -3.590 -1.000 -0.017  C2 1.403, C6 1.384, H7 1.038
2 C -3.610 -0.036 -1.036  C1 1.403, C3 1.406, H8 1.073
3 C -2.727 1.057 -1.007  C2 1.406, C4 1.403, H9 1.085
4 C -2.040 1.257 0.201  C3 1.403, C5 1.396, H10 1.050
5 C -1.898 0.226 1.131  C4 1.396, C6 1.369, H11 1.141
6 C -2.718 -0.867 1.049  C1 1.384, C5 1.369, H12 1.040
7 H -4.211 -1.833 -0.008  C1 1.038
8 H -4.185 -0.274 -1.910  C2 1.073
9 H -2.764 1.560 -1.967  C3 1.085
10 H -1.291 1.992 0.214  C4 1.050
11 H -1.225 0.320 2.048  C5 1.141
12 H -2.668 -1.591 1.794  C6 1.040
13 C 1.840 0.772 0.345  C14 1.456, C18 1.351, H19 1.109
14 C 3.232 1.160 0.173  C13 1.456, C15 1.347, H20 1.097
15 C 4.106 0.191 -0.160  C14 1.347, N16 1.313, H21 1.153
16 N 3.698 -1.037 -0.387  C15 1.313, C17 1.301
17 C 2.420 -1.264 -0.469  N16 1.301, C18 1.488, H22 1.141
18 C 1.336 -0.469 0.167  C13 1.351, C17 1.488, H23 1.179
19 H 1.336 1.642 0.813  C13 1.109
20 H 3.514 2.164 0.516  C14 1.097
21 H 5.250 0.217 -0.302  C15 1.153
22 H 2.024 -2.251 -0.883  C17 1.141
23 H 0.221 -0.854 0.136  C18 1.179


Version ii
Entry from OMol25: a 2-piece molecular cluster, C11H11N overall (ωB97M-V/def2-TZVPD).

## Properties
E_HOMO ... -9.2 eV
SMILES ... c1ccccc1.c1ccncc1
Gap between HOMO and LUMO ... 0.3661 hartree

Bonds (Å) are listed after each position.
Atoms and positions in Å:
1 C -0.885 -4.086 0.423  C2 1.436, C6 1.499, H7 1.165
2 C -1.136 -3.402 1.660  C1 1.436, C3 1.496, H8 1.021
3 C -0.063 -2.837 2.535  C2 1.496, C4 1.396, H9 1.047
4 C 1.110 -2.592 1.818  C3 1.396, C5 1.422, H10 1.207
5 C 1.385 -3.123 0.528  C4 1.422, C6 1.346, H11 1.176
6 C 0.477 -3.844 -0.155  C1 1.499, C5 1.346, H12 1.113
7 H -1.647 -4.884 0.046  C1 1.165
8 H -2.000 -3.660 2.140  C2 1.021
9 H -0.228 -2.696 3.558  C3 1.047
10 H 2.075 -2.252 2.458  C4 1.207
11 H 2.460 -2.734 0.255  C5 1.176
12 H 0.752 -4.293 -1.136  C6 1.113
13 C -1.297 3.476 -0.719  C14 1.367, C18 1.432, H19 1.111
14 C -0.329 4.326 -0.263  C13 1.367, C15 1.358, H20 1.077
15 C 0.859 4.564 -0.876  C14 1.358, N16 1.416, H21 1.110
16 N 1.256 3.771 -1.980  C15 1.416, C17 1.275
17 C 0.343 3.146 -2.614  N16 1.275, C18 1.433, H22 1.158
18 C -0.864 2.818 -1.915  C13 1.432, C17 1.433, H23 0.967
19 H -2.298 3.308 -0.268  C13 1.111
20 H -0.498 4.920 0.619  C14 1.077
21 H 1.704 4.906 -0.242  C15 1.110
22 H 0.529 2.737 -3.681  C17 1.158
23 H -1.705 2.430 -2.193  C18 0.967


Q: Which of them is the least stable? A: version ii.